No. 1
ORCA calculation (ωB97M-V with the def2-TZVPD basis set) on an isolated molecule of C4H3N3 in a non-equilibrium geometry.

The calculation puts the total energy at -8662.3438 eV. The calculation puts the HOMO-LUMO gap at 11.33 eV. The max |F| is 11.5 eV/A. Its LUMO energy is 0.00545 Ha. Its SMILES is N#C[C@@H]1N[C@@H]1C#N.

Each line ends with the Löwdin charge.
Geometry (Å):
N 1.12988 0.84926 -2.14415  0.149
C 1.11739 0.19868 -1.22996  -0.140
C 0.97509 -0.78143 0.00678  -0.136
N -0.24619 -1.58723 0.39844  0.089
C -0.09615 -0.43968 0.92679  -0.478
C -1.07032 0.71267 0.70248  -0.132
N -1.93979 1.52958 0.90586  0.129
H 1.88064 -1.13380 0.48149  0.129
H -0.09836 -2.53765 0.92077  0.193
H 0.05434 -0.01119 2.04021  0.197



No. 2
ORCA calculation (ωB97M-V with the def2-TZVPD basis set) on an isolated molecule of C10H11N3O2 in a non-equilibrium geometry.

The calculation puts the total energy at -19108.2633 eV. The calculation puts the HOMO-LUMO gap at 7.96 eV. The max |F| is 5.5 eV/A. Its LUMO energy is -0.01671 Ha. Its SMILES is CC1(C)C(c2ccccn2)=[N+]([O-])C=[N+]1[O-].

Each line ends with the Löwdin charge.
Geometry (Å):
C 1.40399 -1.43868 1.18927  -0.046
C 1.37654 -0.67781 -0.05654  -0.375
C 1.34462 -1.39313 -1.45596  0.025
C 0.45537 0.51369 0.06421  -0.092
C -0.98988 0.36769 0.02416  -0.197
C -1.74242 1.50982 -0.44756  -0.001
C -3.09517 1.40705 -0.46720  -0.059
C -3.74410 0.26467 0.10392  -0.056
C -2.92760 -0.76059 0.49371  -0.152
N -1.59004 -0.69337 0.50172  0.122
N 1.08035 1.66131 0.17619  -0.192
O 0.68999 2.79800 0.34187  0.007
C 2.45720 1.34520 0.14235  0.050
N 2.71240 0.10717 0.06561  -0.184
O 3.82921 -0.48792 -0.07668  -0.041
H 2.51206 -1.87385 1.29274  0.134
H 0.65862 -2.31078 1.11161  0.112
H 1.23735 -1.02552 2.18484  0.094
H 2.31023 -1.94769 -1.68449  0.107
H 1.15077 -0.55004 -2.16317  0.103
H 0.66096 -2.17427 -1.69282  0.066
H -1.28219 2.43257 -0.67879  0.091
H -3.56984 2.36663 -0.74952  0.118
H -4.78249 0.24131 0.45634  0.107
H -3.34538 -1.69906 0.93294  0.119
H 3.18942 2.01762 0.39123  0.140



No. 3
ORCA calculation (ωB97M-V with the def2-TZVPD basis set) on an isolated molecule of C24H32N6O3 in a non-equilibrium geometry.

The calculation puts the total energy at -40491.5444 eV. The calculation puts the HOMO-LUMO gap at 8.65 eV. The max |F| is 1.1 eV/A. Its LUMO energy is 0.02821 Ha. Its SMILES is COCCN(Cc1ccco1)C(=O)[C@@H]1CCCN(c2ncnc3c2nc2n3CCCCC2)C1.

Each line ends with the Löwdin charge.
Geometry (Å):
C 1.23373 2.74273 1.91498  -0.105
O 2.37859 2.64862 1.10254  -0.178
C 2.56610 1.38898 0.50143  -0.186
C 3.11844 0.34554 1.49797  -0.116
N 3.64515 -0.84303 0.86390  -0.029
C 5.09682 -0.89482 0.71398  -0.058
C 5.61209 0.21132 -0.14168  -0.273
C 5.62211 0.37929 -1.49585  -0.021
C 6.20015 1.65029 -1.73235  -0.061
C 6.49639 2.15892 -0.50660  -0.119
O 6.14370 1.29827 0.46158  0.041
C 2.92314 -1.87555 0.36184  -0.420
O 3.46298 -2.83373 -0.16396  0.058
C 1.40764 -1.81383 0.45300  -0.200
C 0.85648 -3.13726 0.99831  -0.144
C -0.66987 -3.14381 0.94236  -0.155
C -1.15891 -2.84361 -0.47784  -0.144
N -0.58270 -1.60060 -0.93542  -0.050
C -1.24427 -0.43214 -0.83826  -0.214
N -0.53956 0.70681 -0.95669  0.121
C -1.16208 1.87290 -0.95547  -0.232
N -2.45182 2.11336 -0.83241  0.137
C -3.16055 0.99042 -0.69601  -0.230
C -2.64050 -0.31465 -0.67994  -0.124
N -3.67456 -1.20411 -0.51350  0.161
C -4.75612 -0.47821 -0.44287  -0.289
N -4.50889 0.86326 -0.55083  0.042
C -5.45411 1.94398 -0.49687  -0.122
C -6.20953 1.98451 0.83178  -0.172
C -7.30023 0.91974 0.94782  -0.212
C -6.77998 -0.51473 1.03868  -0.191
C -6.12420 -1.01962 -0.25233  -0.108
C 0.85750 -1.61176 -0.97022  -0.100
H 1.11532 3.79783 2.15494  0.091
H 0.34256 2.38889 1.38417  0.073
H 1.34370 2.17667 2.84740  0.085
H 1.62871 1.04423 0.04561  0.088
H 3.30223 1.55132 -0.28948  0.124
H 3.93946 0.82008 2.04246  0.133
H 2.35146 0.07324 2.22847  0.119
H 5.32257 -1.86274 0.25977  0.129
H 5.56300 -0.83208 1.70270  0.140
H 5.26393 -0.31802 -2.22478  0.115
H 6.37022 2.11438 -2.68188  0.099
H 6.94290 3.08427 -0.20201  0.119
H 1.05774 -0.99110 1.07545  0.130
H 1.19466 -3.28314 2.02681  0.122
H 1.26017 -3.95288 0.39565  0.121
H -1.05274 -4.11308 1.26315  0.113
H -1.06634 -2.38224 1.61850  0.117
H -2.24592 -2.76611 -0.50633  0.094
H -0.83186 -3.63757 -1.15679  0.131
H -0.52410 2.74108 -1.06488  0.111
H -4.87179 2.85880 -0.63220  0.120
H -6.16404 1.85029 -1.32716  0.133
H -6.67301 2.96849 0.92502  0.111
H -5.49497 1.87342 1.65034  0.122
H -7.88565 1.12796 1.84659  0.109
H -7.97523 1.00371 0.09198  0.112
H -6.06487 -0.59646 1.86006  0.120
H -7.62379 -1.16856 1.26913  0.109
H -6.03722 -2.10606 -0.22398  0.119
H -6.74910 -0.74709 -1.10810  0.123
H 1.20315 -0.66986 -1.39603  0.117
H 1.19082 -2.44138 -1.60024  0.140



No. 4
ORCA calculation (ωB97M-V with the def2-TZVPD basis set) on a cluster of 10 separate species, H20O10 in total in a non-equilibrium geometry.

The calculation puts the total energy at -20800.4284 eV. The calculation puts the HOMO-LUMO gap at 10.23 eV. The max |F| is 2.9 eV/A. Its LUMO energy is -0.00295 Ha. Its SMILES is O.O.O.O.O.O.O.O.O.O.

Each line ends with the Löwdin charge.
Geometry (Å):
O 19.37600 -22.80000 4.14100  -0.062
H 19.06000 -22.58200 3.26800  -0.006
H 19.78400 -21.99400 4.50200  0.016
O 16.93500 -21.01400 5.12900  -0.065
H 17.86700 -21.07900 4.92400  -0.032
H 16.63400 -21.53800 4.38200  -0.034
O 21.66500 -21.05200 6.70600  -0.046
H 21.88100 -20.36000 7.31700  0.039
H 21.02300 -21.61200 7.14100  -0.005
O 21.51100 -22.21800 2.12300  -0.038
H 21.03300 -22.61200 2.87700  0.015
H 20.98800 -21.46800 1.97400  -0.030
O 17.73300 -23.64100 1.21800  -0.008
H 18.57600 -23.48000 0.82900  0.055
H 17.66800 -24.47700 1.66500  0.075
O 17.75300 -23.94400 6.31500  -0.080
H 18.15100 -23.85000 5.42100  0.028
H 16.94900 -23.38400 6.37400  0.068
O 19.76200 -20.20700 4.75300  -0.061
H 20.03200 -19.54400 4.09700  0.075
H 20.33700 -20.14600 5.53900  0.039
O 19.24500 -22.11800 7.56300  -0.047
H 18.98200 -22.84200 7.00400  -0.015
H 19.04600 -22.33900 8.47700  0.060
O 18.75200 -20.81200 2.03800  -0.018
H 17.93600 -20.34300 2.23600  0.069
H 18.45600 -21.32000 1.31000  0.014
O 16.11500 -22.43500 2.95200  -0.006
H 15.34000 -22.38500 2.47000  0.027
H 16.76000 -22.82600 2.37500  -0.026



No. 5
ORCA calculation (ωB97M-V with the def2-TZVPD basis set) on an isolated molecule of C5H6S2 in a non-equilibrium geometry.

The calculation puts the total energy at -26951.2629 eV. The calculation puts the HOMO-LUMO gap at 9.02 eV. The max |F| is 2.1 eV/A. Its LUMO energy is 0.02902 Ha. Its SMILES is S[C@@H]1[C@@H]2C=CS[C@H]12.

Each line ends with the Löwdin charge.
Geometry (Å):
S -2.11387 -0.81365 -0.59674  0.740
C -1.14467 -0.01861 0.67182  -0.621
C 0.05967 0.92000 0.41821  -0.302
C 0.67171 0.90350 -0.87805  -0.183
C 1.29370 -0.22102 -1.15591  -0.422
S 1.24552 -1.44770 0.07155  0.927
C 0.26017 -0.40296 1.10662  -0.522
H -1.33973 -1.91628 -0.62259  -0.153
H -1.77790 0.21782 1.54796  0.096
H 0.02820 1.84178 0.97831  0.134
H 0.67878 1.73630 -1.56731  0.116
H 1.68658 -0.36912 -2.15244  0.079
H 0.45185 -0.43007 2.17857  0.110



No. 6
ORCA calculation (ωB97M-V with the def2-TZVPD basis set) on a structure of composition C29H46BrN3P2STi in a non-equilibrium geometry.

The calculation puts the total energy at -157833.9030 eV. The calculation puts the HOMO-LUMO gap (spin up / spin down) at 5.90 / 6.02 eV. The max |F| is 6.6 eV/A. Its LUMO energy (spin up / spin down) is -0.24635 / -0.24684 Ha. As for the total charge: +2. As for the spin multiplicity: 3.

Each line ends with the Mulliken spin population.
Geometry (Å):
C 0.05035 6.48408 -4.83300  0.001
C -0.26824 5.15625 -5.07805  -0.052
C -0.55806 4.85261 -6.41384  0.000
C -0.72034 5.80698 -7.40364  -0.002
N -0.51639 7.09111 -7.05272  0.005
C -0.12809 7.45177 -5.83059  -0.001
C -0.36436 4.01257 -4.15161  -0.052
C -1.22850 3.09689 -4.42801  0.130
C -2.14827 2.11092 -4.50810  -0.407
C -1.10286 1.09371 -4.11487  0.548
C -1.07075 1.61474 -2.74080  -0.064
C -2.32225 1.21120 -1.88477  0.327
C -3.45819 1.62678 -2.54279  -0.060
C -3.40188 2.12373 -3.84538  0.358
Ti 0.08173 0.05265 -2.05927  1.129
P 2.33544 -0.89127 -1.47345  0.020
H -0.74118 3.83989 -6.68113  -0.001
H 0.41494 6.81218 -3.89203  0.000
H -1.01101 5.56136 -8.43669  -0.001
H 0.04356 8.54204 -5.65993  0.000
H -4.34116 2.52335 -4.26291  -0.012
H -0.21973 0.93451 -4.76955  -0.005
H -4.37952 1.54205 -1.96902  0.004
H -0.64345 2.66696 -2.62922  -0.062
C 2.20545 -2.41330 -0.48326  0.020
C 3.05976 -3.54810 -0.98700  0.001
H 1.16799 -2.73133 -0.36633  0.002
H 2.48778 -2.13202 0.53255  0.006
H 3.04802 -4.37694 -0.27808  0.000
H 2.72721 -3.97141 -1.93426  0.000
H 4.10546 -3.27867 -1.09064  -0.001
C 3.06562 -1.40411 -3.06381  -0.009
C 3.15309 -0.28551 -4.06163  -0.012
H 2.46196 -2.21063 -3.47317  0.003
H 4.04204 -1.84071 -2.87015  -0.002
H 3.57726 -0.64748 -4.99422  0.001
H 2.19109 0.16059 -4.30167  0.032
H 3.79353 0.53999 -3.75277  0.001
C 3.71525 0.01890 -0.72200  0.004
C 5.02247 -0.72357 -0.65323  0.000
H 3.41844 0.39410 0.26170  -0.001
H 3.83820 0.91646 -1.32361  0.000
H 5.78258 -0.11092 -0.17199  0.000
H 4.99955 -1.65474 -0.11122  0.000
H 5.41584 -0.95143 -1.63403  0.000
Br -2.60837 0.58426 -0.05487  0.026
P -1.56916 -1.83559 -2.87300  0.042
C 0.06290 -2.68537 -3.09877  -0.058
C 0.29947 -4.09801 -3.67381  0.003
H 0.51839 -2.65672 -2.06842  0.039
H 0.56701 -1.93064 -3.76325  0.007
H 1.37238 -4.28948 -3.69362  0.000
H -0.12372 -4.91048 -3.07745  0.000
H -0.07297 -4.16589 -4.69726  0.000
C -2.68379 -2.43582 -1.51428  -0.015
C -4.09757 -3.05492 -1.79370  0.003
H -2.90267 -1.41820 -1.11013  -0.006
H -2.13284 -3.00316 -0.73928  0.003
H -4.67771 -3.08886 -0.83468  0.000
H -4.68418 -2.41327 -2.49095  -0.001
H -4.03554 -4.07686 -2.22673  0.000
C -2.54939 -0.98342 -4.20533  0.276
C -2.78972 -1.61984 -5.59394  -0.006
H -1.82210 0.07138 -4.39071  -0.141
H -3.55345 -0.66747 -3.81947  -0.023
H -3.01710 -0.81809 -6.33541  0.006
H -1.91967 -2.18293 -5.96695  0.001
H -3.63494 -2.32642 -5.67689  0.015
S 0.91518 1.40539 -0.04818  -0.026
C 0.73502 1.05744 1.71466  0.003
N -0.30787 1.62503 2.35872  0.000
C -0.74504 1.05037 3.63646  0.000
C 0.42858 0.82296 4.52863  0.000
C 1.47070 -0.00624 3.85758  0.000
N 1.66594 0.39957 2.42203  0.001
H -0.97804 2.06960 1.72765  0.001
H -1.25268 0.10984 3.40895  0.000
H -1.48480 1.73753 4.02702  0.000
H 0.09210 0.29545 5.40444  0.000
H 0.87105 1.75193 4.83808  0.000
H 1.14918 -1.04791 3.78934  0.000
H 2.45073 0.00579 4.34127  0.000
H 2.47289 0.05584 1.88985  -0.001



- Among the records above, which one has the lowest max |F|?
  C24H32N6O3



- What is the max |F| in the second record?
  5.5 eV/A



What did the first record say?
ORCA calculation (ωB97M-V with the def2-TZVPD basis set) on an isolated molecule of C4H3N3 in a non-equilibrium geometry.

The calculation puts the total energy at -8662.3438 eV. The calculation puts the HOMO-LUMO gap at 11.33 eV. The max |F| is 11.5 eV/A. Its LUMO energy is 0.00545 Ha. Its SMILES is N#C[C@@H]1N[C@@H]1C#N.

Each line ends with the Löwdin charge.
Geometry (Å):
N 1.12988 0.84926 -2.14415  0.149
C 1.11739 0.19868 -1.22996  -0.140
C 0.97509 -0.78143 0.00678  -0.136
N -0.24619 -1.58723 0.39844  0.089
C -0.09615 -0.43968 0.92679  -0.478
C -1.07032 0.71267 0.70248  -0.132
N -1.93979 1.52958 0.90586  0.129
H 1.88064 -1.13380 0.48149  0.129
H -0.09836 -2.53765 0.92077  0.193
H 0.05434 -0.01119 2.04021  0.197



- Among the records above, which one has the highest max |F|?
  C4H3N3